C4H10O | wB97M-V/def2-TZVPD

Element x y z (Å)
C (2.017, 0.227, 0.093)
C (0.872, -0.803, -0.144)
C (-0.512, -0.022, -0.377)
C (-2.112, -0.259, 0.088)
O (-0.445, 1.010, 0.613)
H (1.715, 0.951, 0.850)
H (2.277, 0.787, -0.816)
H (2.942, -0.252, 0.447)
H (1.187, -1.452, -0.979)
H (0.811, -1.445, 0.737)
H (-0.352, 0.402, -1.403)
H (-2.739, -0.326, -0.789)
H (-2.167, -1.129, 0.734)
H (-2.611, 0.547, 0.719)
H (-0.884, 1.764, 0.228)

Calculated values
- Multiplicity: 1
- Structure (SMILES): CC[C@@H](C)O
- E_HOMO: -9.17 eV
- Charge: 0
- Max |F|: 2.93 eV/A
- Energy: -6355.535 eV
- Energy relative to the best compared isomer or geometry (same formula, charge and spin): 218.8 kJ/mol